P | A cluster of 2 separate species, C2H7N2O in total. Source: the OMol25 dataset; level of theory: ωB97M-V/def2-TZVPD.

The molar mass comes out at 75.09 g mol⁻¹. Its LUMO energy is -4.5 eV. The HOMO energy is -15.30 eV.

Structure (ORCA input):
```
! RIJCOSX wB97M-V def2-TZVPD def2/J DEFGRID3
* xyz 1 1
O -0.427 0.573 -0.836
N -1.860 -0.430 0.566
N 2.198 -0.044 -0.457
C -1.541 0.205 -0.527
C 1.226 0.174 0.404
H -2.355 0.745 -1.064
H -1.317 -0.827 1.306
H 2.284 -0.993 -0.899
H 1.252 -0.612 1.085
H 1.066 1.184 0.732
H -2.803 -0.645 0.776
H 2.276 0.671 -1.085
*
```

Here are the Löwdin charges for atoms 1 to 8, given in e:
1 O 0.0198
2 N 0.1929
3 N 0.1522
4 C -0.3355
5 C 0.0593
6 H 0.1729
7 H 0.1224
8 H 0.1786


Q | A cluster of 2 separate species, C2H7N2O in total. Source: the OMol25 dataset; level of theory: ωB97M-V/def2-TZVPD.

The molar mass comes out at 75.09 g mol⁻¹. Its LUMO energy is -5.2 eV. The HOMO energy is -12.90 eV.

Structure (ORCA input):
```
! RIJCOSX wB97M-V def2-TZVPD def2/J DEFGRID3
* xyz 1 1
O -0.330 1.313 0.754
N 2.292 -0.919 -0.018
N -1.382 1.381 0.326
C 1.436 -0.063 -0.262
C -2.135 0.200 -0.034
H 0.915 0.098 -1.435
H 1.435 0.769 0.445
H 2.360 -1.869 -0.476
H -2.752 0.552 -0.873
H -2.819 0.145 0.855
H 2.651 -0.763 0.955
H -1.670 -0.844 -0.238
*
```

Here are the Löwdin charges for atoms 1 to 8, given in e:
1 O -0.0298
2 N 0.1654
3 N -0.1078
4 C 0.0361
5 C -0.0812
6 H 0.2297
7 H 0.0909
8 H 0.1939


R | The ion C2H7N2O with charge +1. Source: the OMol25 dataset; level of theory: ωB97M-V/def2-TZVPD.

The molar mass comes out at 75.09 g mol⁻¹. The SMILES is CC(=[NH2+])ON. Its LUMO energy is -3.7 eV. The HOMO energy is -16.15 eV.

Structure (ORCA input):
```
! RIJCOSX wB97M-V def2-TZVPD def2/J DEFGRID3
* xyz 1 1
O 0.779 -0.860 -0.016
N 1.901 -0.042 -0.003
N -0.102 1.249 -0.036
C -1.543 -0.683 -0.020
C -0.200 -0.048 -0.029
H -2.305 -0.037 -0.445
H 2.391 -0.170 0.886
H 2.539 -0.374 -0.729
H -0.934 1.826 0.002
H -1.829 -0.918 1.007
H 0.818 1.686 -0.055
H -1.514 -1.628 -0.560
*
```

Here are the Löwdin charges for atoms 1 to 8, given in e:
1 O 0.0713
2 N 0.0793
3 N 0.2564
4 C 0.0575
5 C -0.3870
6 H 0.1053
7 H 0.1404
8 H 0.1390


S | A structure of composition C2H7N2O. Source: the OMol25 dataset; level of theory: ωB97M-V/def2-TZVPD.

The molar mass comes out at 75.09 g mol⁻¹. Its LUMO energy is -3.3 eV. The HOMO energy is -15.71 eV.

Structure (ORCA input):
```
! RIJCOSX wB97M-V def2-TZVPD def2/J DEFGRID3
* xyz 1 1
O 1.053 -0.097 1.880
N 0.501 -0.407 -0.405
N -1.457 1.053 -0.969
C 1.147 -0.566 0.695
C 1.962 -1.300 1.668
H -0.419 0.306 -0.515
H 0.687 -1.054 -1.139
H -1.540 2.003 -0.584
H 3.032 -1.157 1.990
H -2.350 0.443 -0.904
H 1.597 -2.368 1.967
H -1.296 1.327 -1.949
*
```

Here are the Löwdin charges for atoms 1 to 8, given in e:
1 O 0.1534
2 N 0.2195
3 N 0.0728
4 C -0.3458
5 C 0.0958
6 H 0.0299
7 H 0.1281
8 H 0.0983


Stability order, top to bottom: P, R, S, Q


P | A cluster of 3 separate species, H6O3 in total. Source: the OMol25 dataset; level of theory: ωB97M-V/def2-TZVPD.

The molar mass comes out at 54.05 g mol⁻¹. The SMILES is O.O.O. Its LUMO energy is 0.8 eV. The HOMO energy is -11.37 eV.

Structure (ORCA input):
```
! RIJCOSX wB97M-V def2-TZVPD def2/J DEFGRID3
* xyz 0 1
O 5.268 5.442 3.569
O 2.728 4.618 3.784
O 4.719 2.624 3.939
H 4.241 2.755 3.116
H 3.650 4.683 3.789
H 2.389 4.654 2.929
H 4.031 3.042 4.540
H 5.721 4.629 3.777
H 5.562 6.111 4.200
*
```

Here are the Löwdin charges for atoms 1 to 8, given in e:
1 O -0.0447
2 O -0.0186
3 O -0.0812
4 H 0.0333
5 H -0.0677
6 H 0.0175
7 H 0.0647
8 H 0.0275


Q | A cluster of 3 separate species, H6O3 in total. Source: the OMol25 dataset; level of theory: ωB97M-V/def2-TZVPD.

The molar mass comes out at 54.05 g mol⁻¹. The SMILES is O.O.O. Its LUMO energy is 0.5 eV. The HOMO energy is -10.70 eV.

Structure (ORCA input):
```
! RIJCOSX wB97M-V def2-TZVPD def2/J DEFGRID3
* xyz 0 1
O 11.607 6.027 -6.263
O 10.187 5.804 -8.841
O 9.907 2.844 -9.158
H 9.539 2.607 -10.015
H 10.145 3.781 -9.241
H 9.508 6.342 -8.423
H 11.759 5.627 -5.399
H 12.021 6.898 -6.211
H 10.914 5.789 -8.198
*
```

Here are the Löwdin charges for atoms 1 to 8, given in e:
1 O -0.0469
2 O -0.0613
3 O -0.0767
4 H 0.0278
5 H -0.0079
6 H 0.0471
7 H 0.0526
8 H 0.0524


R | A structure of composition H6O3. Source: the OMol25 dataset; level of theory: ωB97M-V/def2-TZVPD.

The molar mass comes out at 54.05 g mol⁻¹. Its LUMO energy is 0.0 eV. The HOMO energy is -8.99 eV.

Structure (ORCA input):
```
! RIJCOSX wB97M-V def2-TZVPD def2/J DEFGRID3
* xyz 0 1
O 7.593 7.218 25.874
O 5.690 6.399 25.859
O 4.648 4.573 26.135
H 5.163 7.194 25.780
H 7.433 7.722 25.076
H 5.016 5.441 25.972
H 5.120 3.995 25.536
H 8.475 6.865 25.763
H 6.592 6.714 25.928
*
```

Here are the Löwdin charges for atoms 1 to 8, given in e:
1 O 0.1438
2 O 0.0413
3 O -0.0984
4 H 0.0995
5 H 0.1214
6 H -0.2316
7 H 0.0052
8 H 0.1234


S | A structure of composition H6O3. Source: the OMol25 dataset; level of theory: ωB97M-V/def2-TZVPD.

The molar mass comes out at 54.05 g mol⁻¹. Its LUMO energy is -0.1 eV. The HOMO energy is -10.45 eV.

Structure (ORCA input):
```
! RIJCOSX wB97M-V def2-TZVPD def2/J DEFGRID3
* xyz 0 1
O -1.059 -1.680 -0.196
O 0.728 1.575 0.999
O 0.155 0.147 -0.326
H 0.586 1.014 0.236
H -0.360 -2.334 -0.203
H -0.622 -0.860 -0.426
H 0.020 1.347 1.600
H -0.354 0.812 -0.790
H 0.906 -0.021 -0.895
*
```

Here are the Löwdin charges for atoms 1 to 8, given in e:
1 O -0.0643
2 O -0.0686
3 O 0.1276
4 H -0.2429
5 H 0.0265
6 H -0.1441
7 H 0.0355
8 H 0.1651


Stability order, top to bottom: Q, P, R, S


P | The ion C5H12NO with charge -2. Source: the OMol25 dataset; level of theory: ωB97M-V/def2-TZVPD.

The molar mass comes out at 102.16 g mol⁻¹. Its LUMO energy (spin up / spin down) is 7.0 / 7.0 eV. The HOMO energy (spin up / spin down) is 3.96 / 0.03 eV.

Structure (ORCA input):
```
! RIJCOSX wB97M-V def2-TZVPD def2/J DEFGRID3
* xyz -2 2
O -1.539 2.079 -2.492
N -0.080 -0.236 -0.899
C 0.414 0.876 -1.768
C 0.258 -0.004 0.542
C -0.517 -1.072 1.414
C -0.490 2.199 -1.673
C 0.491 -2.047 2.052
H -1.090 -0.308 -0.877
H 0.095 -3.011 1.708
H -1.065 -1.569 0.567
H 1.476 0.974 -1.458
H 0.205 3.030 -2.016
H 0.562 -2.167 3.140
H -0.652 2.367 -0.571
H 1.479 -2.064 1.568
H -0.044 1.036 0.789
H -1.246 -0.627 2.120
H 1.355 0.010 0.635
H 0.386 0.535 -2.780
*
```

Here are the Löwdin charges for atoms 1 to 8, given in e:
1 O -0.3958
2 N -0.1133
3 C -0.2398
4 C -0.2891
5 C -0.2863
6 C -0.5606
7 C -0.5991
8 H 0.0729


Q | A cluster of 2 separate species, C5H12NO in total. Source: the OMol25 dataset; level of theory: ωB97M-V/def2-TZVPD.

The molar mass comes out at 102.16 g mol⁻¹. Its LUMO energy (spin up / spin down) is 6.8 / 6.6 eV. The HOMO energy (spin up / spin down) is 4.27 / 0.16 eV.

Structure (ORCA input):
```
! RIJCOSX wB97M-V def2-TZVPD def2/J DEFGRID3
* xyz -2 2
O -0.594 1.172 -1.548
N -0.452 -1.595 1.350
C 1.831 1.242 -1.604
C -0.754 -2.542 0.564
C 0.512 0.562 -2.035
C -0.994 -0.266 1.063
C -0.744 0.629 2.283
H -1.187 1.605 2.082
H 2.678 0.932 -2.232
H -1.524 -2.437 -0.211
H 0.553 0.530 -3.163
H -1.085 0.148 3.204
H 0.545 -0.511 -1.729
H -0.508 0.195 0.179
H 0.332 0.760 2.432
H 1.697 2.326 -1.691
H -2.079 -0.283 0.888
H 2.038 1.041 -0.548
H -0.262 -3.510 0.714
*
```

Here are the Löwdin charges for atoms 1 to 8, given in e:
1 O -0.3985
2 N -0.0765
3 C -0.1666
4 C -0.5790
5 C -0.6094
6 C -0.3482
7 C -0.1727
8 H 0.0486


Stability order, top to bottom: P, Q


P | A cluster of 2 separate species, H3N3 in total. Source: the OMol25 dataset; level of theory: ωB97M-V/def2-TZVPD.

The molar mass comes out at 45.04 g mol⁻¹. The SMILES is N#N.N. Its LUMO energy is 1.3 eV. The HOMO energy is -10.47 eV.

Structure (ORCA input):
```
! RIJCOSX wB97M-V def2-TZVPD def2/J DEFGRID3
* xyz 0 1
N -0.378 0.547 2.669
N 0.496 0.416 2.027
N 0.148 -0.092 -0.930
H -0.839 0.250 -0.917
H 0.433 -0.001 -1.909
H 0.140 -1.120 -0.940
*
```

Quick look at the Löwdin charges, all values in e:
1 N 0.0029
2 N -0.0029
3 N -0.0314
4 H 0.0222
5 H 0.0020
6 H 0.0072


Q | The molecule H3N3. Source: the OMol25 dataset; level of theory: ωB97M-V/def2-TZVPD.

The molar mass comes out at 45.05 g mol⁻¹. The SMILES is [H]/N=N/N. Its LUMO energy is 1.3 eV. The HOMO energy is -9.50 eV.

Structure (ORCA input):
```
! RIJCOSX wB97M-V def2-TZVPD def2/J DEFGRID3
* xyz 0 1
N -0.909 0.042 0.000
N 0.271 -0.526 0.000
N 1.247 0.269 0.000
H -1.711 -0.562 0.000
H 2.110 -0.278 -0.001
H -1.008 1.054 0.000
*
```

Quick look at the Löwdin charges, all values in e:
1 N -0.0021
2 N -0.2047
3 N -0.0092
4 H 0.0876
5 H 0.0301
6 H 0.0982


Stability order, top to bottom: P, Q